Entry 1:
Molecular formula: C40H64FNO21S
Method: DFT, wB97M-V/def2-TZVPD

The geometry in XYZ format:
```
128
C40H64FNO21S (wB97M-V/def2-TZVPD)
C 0.05 -4.89 -3.40
H 7.75 5.15 -7.18
H 8.60 5.63 -10.17
H -7.19 -0.05 5.64
C 0.28 -0.46 -2.38
H -2.13 -5.35 -1.67
O -1.01 0.76 4.88
H 5.77 4.25 -8.83
H 10.71 9.11 -9.70
H 0.89 -5.73 -1.63
H -0.56 -5.34 5.31
C 5.30 0.31 -3.99
C -6.45 0.87 11.47
H 0.02 -5.42 7.69
H 1.54 -1.96 -3.23
C -5.81 -1.89 4.23
O -4.53 0.20 2.50
H -7.14 -1.15 11.03
C 9.43 8.04 -8.33
H -5.96 -2.85 4.78
H -1.47 -0.21 -4.98
H -3.06 -2.22 4.35
H -5.38 -0.95 10.93
C 6.40 2.28 -8.08
O 7.76 3.22 -6.41
C -6.22 0.36 5.26
H 4.97 0.32 -2.95
C -2.62 2.58 1.19
O -3.10 1.47 3.77
H 0.82 0.39 -5.02
H -7.17 2.71 10.55
C -1.15 -4.99 -1.37
O -1.04 1.19 2.28
H 5.93 -2.18 -6.04
O 8.72 6.90 -8.54
H -1.12 -6.99 5.72
C 7.36 2.05 -6.94
H -2.82 -2.70 2.60
O 0.47 -0.24 -1.21
H -6.82 -1.56 3.90
H -6.80 0.78 12.49
H -3.00 3.20 2.02
H -1.47 -3.50 7.40
C -3.20 0.46 2.72
H 6.53 -0.54 -6.42
C -5.24 -0.86 5.26
C 6.64 3.74 -8.41
C 10.60 8.11 -9.28
C -1.95 -4.46 7.64
C -2.23 0.31 0.26
C -6.34 -0.47 10.75
C 0.64 -0.64 -4.71
H -3.59 -3.86 3.69
C 6.17 -0.90 -4.31
H 9.96 5.34 -9.06
O 4.16 0.18 -4.85
H -2.05 -0.76 0.50
H 6.22 4.61 -6.45
H -0.20 -3.02 -1.26
F -0.75 4.11 1.55
O -0.93 -0.39 -2.98
C -7.11 1.03 9.20
C 9.36 6.11 -9.55
O -3.47 0.37 -0.46
H -1.14 -1.86 -4.41
H -5.31 -0.50 7.40
H -6.42 0.70 4.23
H -0.60 2.58 0.22
H 5.83 -1.76 -3.72
C -1.35 3.29 0.62
O -7.41 1.48 8.14
H -4.01 -1.41 1.21
H -1.44 0.71 -0.38
H -1.89 -2.99 -1.81
H -5.47 1.36 11.49
H -4.17 -1.82 6.91
H 0.97 -1.29 -5.51
H 7.22 -0.73 -4.08
H -6.00 -2.09 6.90
O -3.34 -5.74 4.78
O -4.32 0.97 -2.25
O 0.58 -5.20 -4.43
H 6.62 1.62 -8.91
S -1.44 1.67 3.82
H -0.37 -6.74 -2.40
O -3.04 -4.66 6.72
O 3.72 -0.81 -6.83
N -3.26 0.74 -1.77
C -5.17 -1.39 6.73
C -2.34 1.09 1.60
O -0.50 -3.66 -3.20
H -8.44 1.47 10.80
O -6.47 -0.16 9.35
H 11.05 6.62 -10.84
C -1.02 -5.64 7.42
C 1.33 -0.90 -3.38
C -1.22 -5.93 5.94
C -0.07 -5.73 -2.15
C -4.88 -2.23 3.04
H -5.35 -3.09 2.51
H -5.90 1.15 5.95
C -7.39 1.64 10.55
H -2.33 -4.41 8.65
H -5.72 -1.05 1.44
C 5.88 -1.13 -5.78
C -3.48 -2.78 3.50
O -1.08 3.04 4.15
H -1.06 -5.10 -0.29
H -2.55 -0.34 3.14
C 10.21 7.09 -10.34
H 5.38 2.10 -7.72
H 5.80 1.25 -4.22
H -3.38 2.66 0.39
H 11.50 7.81 -8.75
C -0.82 -0.82 -4.35
H 9.60 7.57 -11.11
O 7.71 0.98 -6.51
O 9.16 8.84 -7.48
C -2.64 -5.48 5.72
H 7.46 3.82 -9.13
C -0.96 -3.56 -1.84
H -1.66 3.91 -0.24
H -1.35 -6.49 8.01
C 7.07 4.31 -7.07
C -4.75 -1.11 1.97
H 2.24 -0.31 -3.27
C 4.47 -0.61 -5.92
H -4.21 -0.53 5.00
```

Kohn-Sham gap = 10.100 eV
F_max = 4.324 eV/Å
E = -3695.318591 Ha
LUMO energy = 0.3 eV

***

Entry 2:
Molecular formula: C5H12NO2
Method: DFT, wB97M-V/def2-TZVPD

The geometry in XYZ format:
```
20
C5H12NO2 (wB97M-V/def2-TZVPD)
C 0.31 -0.69 -1.20
N 0.30 1.10 0.38
H 1.30 -0.22 -1.38
H 0.73 -0.79 0.94
O -2.99 -1.83 1.70
H 1.79 2.72 -1.50
H -1.93 -2.59 0.09
H -0.35 -0.16 -1.81
C 2.19 2.24 -0.59
H 0.56 -1.79 -1.56
H -1.57 -0.04 1.57
H 1.42 1.52 -0.03
C -1.88 -2.04 1.06
H -1.04 -2.53 1.71
O 2.93 1.11 -0.69
H -0.50 1.62 0.09
C -1.35 -0.59 0.67
C -0.04 -0.24 0.24
H 2.29 3.11 0.16
H -2.18 0.09 0.16
```

Kohn-Sham gap = 4.463 eV
relative energy (zero: lowest compared OMol25 entry of this formula, charge and spin) = 200.8 kcal per mole
F_max = 7.410 eV/Å
charge = -1
E = -402.709419 Ha
LUMO energy = 1.8 eV

***

Entry 3:
Molecular formula: C45H94Cl2F9N8O17S3
Method: DFT, wB97M-V/def2-TZVPD

The geometry in XYZ format:
```
178
C45H94Cl2F9N8O17S3 (wB97M-V/def2-TZVPD)
H -2.26 -6.12 1.29
C 6.98 -1.84 4.52
C 7.23 1.33 4.94
H -4.36 3.42 -3.32
H -7.32 2.49 -1.13
F -1.42 5.30 -2.03
H -5.80 -5.15 4.51
H 6.06 -4.42 -1.76
F 3.14 -1.09 6.73
C -0.93 4.93 -0.84
H -5.73 1.24 -6.27
N -3.91 2.46 1.42
H 8.91 -1.69 2.14
H 8.57 -1.06 5.83
H 7.10 -1.29 -4.56
H -8.50 1.05 -6.03
C -6.57 3.44 -2.89
C -3.92 -1.78 -0.48
O -5.05 -0.38 1.31
H 3.01 0.34 1.17
C -2.37 3.52 -7.38
H -3.36 4.75 2.67
C 2.67 -1.96 -0.22
S -1.37 3.11 -0.63
H -0.42 -2.43 3.14
Cl 5.19 -0.60 -2.21
C -0.94 -2.38 4.13
N 6.95 0.60 3.57
C -0.70 -3.18 7.13
F -5.11 -2.18 -1.02
H -5.59 4.76 -1.60
H 0.12 -1.54 0.27
C 6.86 0.26 6.04
H -0.75 -2.13 6.87
H 9.32 0.64 4.93
C 5.84 -4.13 -3.86
H 5.88 -1.96 -5.53
H 0.68 4.55 -4.72
C -7.51 3.44 -6.85
C -0.51 -3.73 4.70
C 8.70 1.58 4.85
C -7.22 2.73 -5.48
C -4.64 3.79 1.23
C 1.18 -1.46 -2.68
H -0.02 0.23 0.11
H 0.91 -0.09 -4.28
H 5.27 2.41 4.73
H -6.46 5.55 -3.00
H -1.66 -3.62 6.99
H 2.19 1.40 0.05
H 9.08 2.32 5.64
H -3.90 -5.70 0.93
H 7.58 -2.58 -5.69
H -3.91 -3.98 2.58
H 2.53 -0.80 -4.17
H 7.36 -2.98 -3.28
O -0.56 -4.83 4.20
H -4.27 1.12 -4.34
H 5.77 0.17 6.06
C 0.10 4.19 -5.62
C -2.97 -5.31 1.28
O -2.76 -1.15 1.73
H -3.31 2.97 -7.40
H -5.07 2.82 -5.85
N -1.24 4.70 -5.50
C 7.27 -0.84 3.33
H 9.01 0.01 2.33
H -2.30 4.22 -8.23
O 2.06 -2.54 4.62
H 0.38 -4.67 6.24
C -5.79 2.09 -5.56
C -0.37 -1.50 -2.46
C 6.41 -1.30 2.15
C 6.33 2.58 4.99
H -5.22 2.30 -2.23
H -3.99 1.76 3.34
H -4.16 -4.63 5.15
H -6.64 3.90 -7.19
H 6.41 2.81 6.10
H 5.95 -5.96 -2.76
H -0.57 -1.94 -1.44
H -4.86 -6.24 5.47
O 2.21 0.60 -2.32
F 2.99 0.84 5.95
C -2.39 4.23 -6.04
O -2.81 3.17 -0.97
H 0.99 -3.38 -0.36
H 0.06 3.15 -5.62
C -6.48 4.74 -2.28
H -3.09 5.19 1.02
O 3.75 -1.01 3.92
C 1.75 -2.85 -2.28
S 2.40 -1.11 4.32
C 1.94 -3.14 -0.84
H 7.25 -1.85 6.68
H -8.04 1.06 -4.28
C -4.79 -5.42 4.72
N 0.14 -3.72 6.10
O -7.98 4.68 -4.42
H 0.99 -3.53 -2.67
H -2.82 2.66 -4.34
O 6.58 1.22 2.73
H 2.80 -2.02 0.86
N -7.28 3.65 -4.28
H -0.81 -0.45 -2.57
H 2.62 -3.05 -2.89
H -2.49 -4.81 3.25
H 2.54 -4.08 -0.81
H -9.22 2.19 -4.87
O -4.60 -6.93 2.79
H -5.69 0.74 -3.68
O -0.56 2.44 -1.64
C 2.40 -0.34 5.92
H 6.86 -0.91 1.22
C 7.50 -1.17 5.85
F 1.17 -0.25 6.44
O -1.14 2.78 0.75
O 1.45 -0.40 3.54
C -4.26 -5.93 3.36
H -0.25 -3.15 8.13
H 5.40 -0.99 2.34
H 6.72 3.49 4.63
H -0.84 -2.13 -3.27
O -4.60 -2.73 1.83
O -5.68 3.76 0.68
O 4.93 -4.43 -4.62
H -2.38 1.44 2.45
H -2.02 -2.26 3.92
H -7.55 1.56 -2.64
H -7.35 4.80 -1.66
H 7.18 0.65 6.98
H 3.65 -1.81 -0.64
N 1.76 -0.41 -1.80
H -0.48 -1.49 4.58
H -7.58 2.58 -7.55
H -4.59 5.80 1.89
H -2.78 3.01 3.17
H 8.85 2.07 3.84
S -4.11 -1.47 1.29
C 1.42 -1.03 -4.10
N -3.37 -4.94 2.68
H 3.69 0.76 -0.47
N 6.59 -3.04 -3.93
C 0.62 -0.59 0.44
H -1.53 5.43 -4.87
H -2.72 -4.39 0.78
H -4.56 1.68 1.18
F -1.51 5.69 0.17
C -8.25 1.69 -5.14
F 0.38 5.29 -0.78
F -3.00 -2.72 -0.68
H 5.92 -1.66 -2.84
C 6.81 -2.18 -5.03
C 8.73 -0.87 2.87
H -8.49 3.99 -6.92
Cl -1.63 0.33 -4.80
H 7.51 -5.03 -2.59
H 6.43 -2.38 2.32
C -3.23 2.16 2.67
C -5.25 2.73 -3.23
C 2.84 0.52 0.11
H 0.84 -0.42 1.43
C 1.98 -0.61 -0.33
H 1.07 -1.83 -4.73
H 0.69 4.59 -6.49
H 5.84 -1.97 4.58
H -8.49 3.01 -2.25
F -3.67 -0.65 -1.07
C -5.25 1.58 -4.21
H 1.04 -3.14 5.93
H -3.32 2.45 0.60
H 7.48 -2.76 4.33
H -1.58 2.79 -7.47
C -7.53 2.53 -2.17
H 9.43 -0.95 3.70
C 6.41 -4.94 -2.67
O -3.45 4.56 -5.48
C -3.89 4.94 1.76
```

Kohn-Sham gap = 6.075 eV
F_max = 8.407 eV/Å
charge = +3
E = -6500.640204 Ha
LUMO energy = -8.6 eV